(1)
The following is a DFT calculation (ωB97M-V with the def2-TZVPD basis set) of C66H42ClFI2N2O8 as an isolated structure in a non-equilibrium geometry.

**E**: -4406.91804 a.u.
**Orbital gap**: 0.3040 Ha

Geometry (Å):
C  2.087  -6.912  -2.067
C  1.227  -6.113  -0.880
I  2.311  -5.933  1.062
C  -0.151  -5.536  -1.106
I  -1.008  -4.502  0.677
C  -0.908  -5.647  -2.556
C  -0.850  -4.171  -3.338
N  -0.956  -3.115  -4.119
C  -2.473  -6.153  -2.481
F  -2.509  -7.441  -1.720
C  -2.907  -6.496  -4.059
N  -3.284  -6.678  -5.281
C  -3.535  -5.024  -1.946
C  -4.526  -5.666  -0.790
C  -5.596  -6.753  -1.477
Cl  -5.609  -4.379  0.037
H  2.972  -7.537  -1.621
H  1.324  -7.683  -2.559
H  2.450  -6.168  -2.899
H  -0.361  -6.400  -3.303
H  -3.046  -4.017  -1.593
H  -4.243  -4.734  -2.861
H  -3.876  -6.199  0.055
H  -5.256  -6.852  -2.595
H  -6.695  -6.355  -1.418
H  -5.543  -7.810  -0.975
C  -0.521  1.644  -1.329
C  -1.020  0.448  -0.813
C  -0.747  0.089  0.508
C  0.038  0.924  1.313
C  0.557  2.107  0.790
C  0.267  2.474  -0.531
C  1.427  2.971  1.615
O  1.880  4.012  1.157
C  1.749  2.556  2.994
C  2.619  3.335  3.768
C  2.919  2.957  5.079
C  2.345  1.809  5.622
C  1.482  1.027  4.852
C  1.192  1.397  3.532
C  0.306  0.545  2.714
O  -0.195  -0.467  3.190
H  -0.742  1.928  -2.355
H  -1.624  -0.205  -1.439
H  -1.145  -0.843  0.905
H  0.658  3.404  -0.942
H  3.069  4.235  3.352
H  3.599  3.561  5.676
H  2.573  1.518  6.646
H  1.042  0.129  5.282
C  -11.076  -3.664  2.732
C  -9.845  -3.727  2.081
C  -9.353  -4.955  1.635
C  -10.089  -6.126  1.853
C  -11.309  -6.066  2.526
C  -11.809  -4.830  2.956
C  -12.070  -7.300  2.805
O  -13.144  -7.248  3.393
C  -11.516  -8.599  2.373
C  -12.200  -9.782  2.681
C  -11.690  -11.014  2.265
C  -10.504  -11.066  1.533
C  -9.818  -9.890  1.229
C  -10.321  -8.654  1.658
C  -9.569  -7.418  1.362
O  -8.525  -7.464  0.723
H  -11.464  -2.706  3.071
H  -9.267  -2.820  1.917
H  -8.393  -4.997  1.123
H  -12.767  -4.774  3.471
H  -13.128  -9.750  3.250
H  -12.219  -11.932  2.510
H  -10.110  -12.025  1.202
H  -8.890  -9.939  0.661
C  6.230  6.653  0.088
C  5.731  5.457  0.603
C  6.004  5.099  1.924
C  6.789  5.933  2.729
C  7.308  7.117  2.206
C  7.018  7.484  0.886
C  8.178  7.980  3.031
O  8.632  9.021  2.573
C  8.500  7.565  4.411
C  9.371  8.344  5.184
C  9.670  7.967  6.495
C  9.096  6.818  7.039
C  8.233  6.037  6.269
C  7.943  6.406  4.949
C  7.057  5.554  4.131
O  6.556  4.542  4.606
H  6.009  6.938  -0.939
H  5.127  4.804  -0.023
H  5.607  4.166  2.321
H  7.409  8.413  0.475
H  9.821  9.245  4.768
H  10.350  8.570  7.092
H  9.324  6.527  8.062
H  7.793  5.139  6.698
C  5.385  1.751  -5.181
C  5.956  2.370  -4.070
C  5.785  3.741  -3.870
C  5.051  4.498  -4.792
C  4.501  3.883  -5.916
C  4.659  2.503  -6.105
C  3.767  4.679  -6.920
O  3.281  4.139  -7.906
C  3.636  6.137  -6.724
C  2.993  6.913  -7.697
C  2.852  8.290  -7.513
C  3.343  8.893  -6.355
C  3.989  8.123  -5.387
C  4.144  6.744  -5.577
C  4.860  5.944  -4.563
O  5.297  6.474  -3.548
H  5.510  0.681  -5.332
H  6.533  1.786  -3.357
H  6.229  4.217  -2.998
H  4.221  2.014  -6.973
H  2.603  6.449  -8.602
H  2.357  8.892  -8.272
H  3.227  9.965  -6.208
H  4.375  8.602  -4.488


(2)
The following is a DFT calculation (ωB97M-V with the def2-TZVPD basis set) of C42H28Cl5N6O3SZr as an isolated structure.

**E**: -4917.80680 a.u.
**Orbital gap**: 0.2415 Ha
**Total charge**: +1

Geometry (Å):
Zr  0.181  -1.122  -1.198
C  3.040  -1.633  2.286
C  2.246  -2.191  3.281
C  0.882  -2.335  3.074
C  0.315  -1.914  1.874
C  1.093  -1.354  0.852
C  2.462  -1.223  1.089
C  -1.133  -2.044  1.593
C  -2.031  -2.656  2.494
C  -3.350  -2.740  2.180
C  -3.828  -2.176  0.978
C  -5.196  -2.211  0.624
C  -5.626  -1.628  -0.530
C  -4.700  -0.967  -1.363
C  -3.371  -0.926  -1.046
C  -2.891  -1.553  0.127
N  -1.548  -1.541  0.433
H  4.108  -1.532  2.438
H  2.689  -2.530  4.208
H  0.283  -2.781  3.857
H  3.108  -0.796  0.329
H  -1.666  -3.075  3.419
H  -4.046  -3.229  2.850
H  -5.893  -2.708  1.287
H  -6.672  -1.658  -0.805
H  -5.046  -0.485  -2.268
H  -2.686  -0.403  -1.697
Cl  6.971  -3.070  -3.903
C  5.383  -2.871  -3.244
C  4.680  -4.014  -2.813
C  3.422  -3.904  -2.289
Cl  2.556  -5.297  -1.761
C  2.786  -2.640  -2.169
O  1.593  -2.552  -1.686
C  3.521  -1.505  -2.596
C  2.961  -0.210  -2.458
O  1.847  0.064  -1.966
C  4.820  -1.638  -3.139
H  5.142  -4.988  -2.900
H  3.564  0.634  -2.812
H  5.359  -0.756  -3.463
Cl  -3.714  -3.296  -7.235
C  -2.945  -3.025  -5.710
C  -2.006  -2.016  -5.589
C  -1.413  -1.835  -4.357
Cl  -0.232  -0.572  -4.102
C  -1.703  -2.609  -3.236
O  -1.116  -2.383  -2.075
C  -2.672  -3.604  -3.401
Cl  -3.107  -4.555  -2.027
C  -3.284  -3.818  -4.621
H  -1.748  -1.393  -6.433
H  -4.027  -4.596  -4.723
N  -3.008  6.589  5.492
C  -2.731  5.939  4.587
C  -2.381  5.127  3.451
C  -1.248  4.318  3.503
C  -0.901  3.545  2.410
C  -1.702  3.575  1.278
C  -2.834  4.373  1.216
C  -3.171  5.157  2.304
N  -1.356  2.759  0.160
C  -1.328  3.139  -1.167
C  -0.905  2.057  -1.862
N  -0.683  1.013  -0.981
C  -0.949  1.486  0.225
H  -0.636  4.312  4.394
H  0.003  2.950  2.406
H  -3.457  4.369  0.331
H  -4.051  5.784  2.276
H  -1.587  4.133  -1.483
H  -0.748  1.956  -2.920
H  -0.859  0.937  1.147
C  3.934  4.871  1.721
N  3.722  3.623  2.430
C  4.249  3.279  3.665
C  3.802  2.046  3.964
N  2.998  1.654  2.908
C  2.955  2.612  1.951
S  2.113  2.584  0.495
H  4.649  5.470  2.277
H  2.995  5.413  1.623
H  4.318  4.667  0.723
H  4.887  3.944  4.219
H  3.980  1.425  4.822
H  2.567  0.751  2.781


(3)
The following is a DFT calculation (ωB97M-V with the def2-TZVPD basis set) of a 6-piece molecular cluster, C10H32O11 overall in a non-equilibrium geometry.

**SMILES**: OCCO.OCCO.OCCO.OCCO.OCCO.O
**E**: -1227.74997 a.u.
**Orbital gap**: 0.3719 Ha

Geometry (Å):
O  -0.719  0.642  -2.046
C  -0.333  -0.594  -2.641
C  -0.190  -0.666  -4.134
O  -1.453  -0.880  -4.771
H  -1.654  0.778  -2.246
H  0.630  -0.853  -2.196
H  -1.028  -1.378  -2.318
H  0.500  -1.454  -4.442
H  0.207  0.295  -4.492
H  -1.341  -0.861  -5.723
O  1.878  -5.986  -0.719
C  1.756  -4.591  -0.965
C  0.386  -4.308  -1.522
O  0.313  -4.656  -2.887
H  2.680  -6.194  -0.235
H  1.900  -4.039  -0.030
H  2.546  -4.238  -1.633
H  0.234  -3.231  -1.359
H  -0.410  -4.787  -0.944
H  -0.506  -4.321  -3.263
O  0.633  6.150  3.499
C  0.705  5.757  2.132
C  1.839  6.479  1.451
O  1.645  7.880  1.321
H  0.012  5.574  3.952
H  0.903  4.685  1.998
H  -0.263  5.917  1.648
H  1.893  6.027  0.457
H  2.796  6.268  1.933
H  1.221  8.144  2.149
O  0.365  2.065  0.034
C  0.319  1.345  1.238
C  1.495  0.377  1.361
O  1.430  -0.602  0.344
H  -0.005  1.531  -0.704
H  0.331  2.027  2.094
H  -0.623  0.791  1.309
H  1.511  -0.105  2.351
H  2.450  0.899  1.317
H  0.566  -1.046  0.374
O  -3.423  -3.231  2.054
C  -2.186  -3.700  1.488
C  -1.103  -2.632  1.483
O  -1.297  -1.670  0.440
H  -3.157  -2.835  2.894
H  -1.870  -4.517  2.147
H  -2.359  -4.132  0.506
H  -0.112  -3.055  1.318
H  -1.121  -2.170  2.478
H  -1.996  -1.076  0.743
O  -2.064  3.646  1.210
H  -2.687  3.356  0.536
H  -1.242  3.174  1.008


(4)
The following is a DFT calculation (ωB97M-V with the def2-TZVPD basis set) of one molecule with the formula C4H10O in a non-equilibrium geometry.

**SMILES**: COC(C)C
**E**: -233.56196 a.u.
**Orbital gap**: 0.3962 Ha

Geometry (Å):
C  1.745  -0.287  -0.765
O  1.197  -0.093  0.509
C  -0.087  0.393  0.312
C  -0.977  -0.515  -0.944
C  -0.775  0.449  1.693
H  0.878  -0.715  -1.308
H  2.631  -0.918  -0.674
H  1.988  0.671  -1.252
H  -0.035  1.404  -0.128
H  -1.618  -1.183  -0.384
H  -0.691  -1.173  -1.821
H  -1.547  0.257  -1.462
H  -1.853  0.380  1.555
H  -0.585  1.369  2.275
H  -0.442  -0.385  2.323


(5)
The following is a DFT calculation (ωB97M-V with the def2-TZVPD basis set) of a 2-piece molecular cluster, C6H16N2 overall in a non-equilibrium geometry.

**E**: -347.49439 a.u.
**Orbital gap**: 0.2420 Ha

Geometry (Å):
N  -2.317  0.297  0.638
C  -0.984  0.490  0.789
C  -0.637  1.933  1.312
C  0.033  0.148  -0.546
N  1.382  0.208  -0.322
C  1.967  -1.090  -0.250
C  2.324  -1.786  -1.571
C  -0.494  1.090  -1.691
H  -0.240  -0.864  -0.853
H  -2.477  -0.711  0.722
H  -0.574  -0.155  1.579
H  -1.596  2.152  1.777
H  0.184  1.874  2.019
H  -0.412  2.658  0.542
H  -3.055  -0.593  3.326
H  -2.505  -1.080  3.429
H  1.315  -1.791  0.342
H  2.829  -1.025  0.458
H  2.990  -1.159  -2.170
H  1.371  -1.812  -2.066
H  2.956  -2.642  -1.372
H  -0.154  0.722  -2.666
H  -1.589  0.956  -1.725
H  -0.319  2.181  -1.701


(6)
The following is a DFT calculation (ωB97M-V with the def2-TZVPD basis set) of one molecule with the formula C20H24ClN3O.

**SMILES**: C[C@H](NC(=O)CN1CCN(c2ccc(Cl)cc2)CC1)c1ccccc1
**E**: -1476.23741 a.u.
**Orbital gap**: 0.3113 Ha

Geometry (Å):
C  -3.257  1.363  -2.059
C  -3.461  1.097  -0.565
N  -2.239  0.602  0.033
C  -1.553  1.255  0.985
O  -1.880  2.323  1.460
C  -0.309  0.494  1.449
N  0.248  -0.303  0.369
C  1.110  -1.391  0.794
C  2.488  -0.909  1.260
N  3.124  -0.166  0.190
C  4.507  -0.118  0.109
C  5.253  -1.298  0.219
C  6.625  -1.296  0.087
C  7.289  -0.107  -0.168
Cl  9.013  -0.100  -0.338
C  6.578  1.073  -0.289
C  5.204  1.067  -0.148
C  2.328  0.974  -0.211
C  0.933  0.490  -0.637
C  -4.597  0.124  -0.342
C  -4.478  -1.206  -0.727
C  -5.522  -2.091  -0.530
C  -6.701  -1.658  0.053
C  -6.828  -0.335  0.439
C  -5.781  0.549  0.244
H  -4.174  1.752  -2.494
H  -2.463  2.091  -2.205
H  -2.990  0.444  -2.578
H  -3.679  2.040  -0.053
H  -1.844  -0.265  -0.302
H  0.386  1.224  1.885
H  -0.629  -0.179  2.250
H  0.616  -1.948  1.592
H  1.241  -2.054  -0.067
H  3.100  -1.763  1.544
H  2.368  -0.268  2.149
H  4.752  -2.239  0.389
H  7.180  -2.217  0.172
H  7.097  2.000  -0.483
H  4.679  2.006  -0.224
H  2.795  1.455  -1.071
H  2.238  1.714  0.600
H  0.312  1.352  -0.890
H  1.041  -0.139  -1.526
H  -3.565  -1.557  -1.186
H  -5.416  -3.123  -0.832
H  -7.516  -2.349  0.206
H  -7.744  0.010  0.896
H  -5.882  1.580  0.552


(7)
The following is a DFT calculation (ωB97M-V with the def2-TZVPD basis set) of an isolated ion of composition C4H9N2 and charge +1 in a non-equilibrium geometry.

**SMILES**: C#C[N+](C)(C)N
**E**: -266.88868 a.u.
**Orbital gap (spin up / spin down)**: 0.1758 / 0.1716 Ha
**Total charge**: +1

Geometry (Å):
C  -1.501  -1.187  1.709
C  -0.717  -0.589  1.006
N  0.060  0.050  0.008
C  -0.828  1.062  -0.630
C  0.844  -1.035  -1.039
N  1.225  0.888  0.534
H  -2.075  -1.640  2.476
H  -1.466  0.552  -1.409
H  -1.377  1.660  0.140
H  -0.208  1.872  -1.210
H  0.140  -1.780  -1.487
H  1.143  -0.289  -1.807
H  1.676  -1.344  -0.372
H  2.037  0.266  0.872
H  1.046  1.514  1.210


(8)
The following is a DFT calculation (ωB97M-V with the def2-TZVPD basis set) of C15H13F5N7OsSSe as an isolated structure.

**E**: -4351.32377 a.u.
**Orbital gap**: 0.2936 Ha
**Total charge**: +3

Geometry (Å):
Os  -0.628  0.157  0.721
C  3.200  2.135  0.176
C  1.903  1.426  0.041
N  1.137  1.088  1.030
N  1.466  1.363  2.345
C  0.736  0.814  3.335
N  1.045  1.071  4.581
S  -0.602  -0.252  2.989
C  1.343  1.043  -1.273
C  1.968  1.331  -2.471
C  1.369  0.935  -3.664
C  0.169  0.251  -3.619
C  -0.412  -0.005  -2.383
N  0.152  0.384  -1.243
H  3.683  1.963  1.136
H  3.050  3.211  0.039
H  3.896  1.801  -0.591
H  2.203  2.033  2.526
H  1.828  1.650  4.858
H  0.485  0.683  5.331
H  2.909  1.863  -2.488
H  1.841  1.162  -4.611
H  -0.332  -0.071  -4.522
H  -1.366  -0.512  -2.306
F  -1.165  2.612  -0.814
C  -1.721  1.751  0.012
F  -1.458  2.159  1.328
C  -3.249  1.701  -0.238
F  -3.444  0.984  -1.350
F  -3.861  1.101  0.781
F  -3.727  2.909  -0.394
Se  -4.013  -1.956  0.421
N  -3.376  -3.552  0.122
C  -2.049  -3.509  0.051
C  -1.076  -4.528  -0.165
C  0.243  -4.147  -0.158
C  0.649  -2.803  0.060
N  -0.238  -1.845  0.263
C  -1.542  -2.210  0.245
N  -2.367  -1.212  0.455
H  -1.370  -5.558  -0.322
H  1.021  -4.882  -0.311
H  1.699  -2.541  0.075